1.
Computed, not measured: a molecular structure, C2H6N2S in a non-equilibrium geometry, with the ωB97M-V functional and the def2-TZVPD basis.

Output
HOMO energy, eV: -8.59
Orbital gap, Eh: 0.3427
LUMO level, eV: 0.733
Spin multiplicity: 1
Relative energy (zero: lowest compared OMol25 entry of this formula, charge and spin), eV: 3.8813

The geometry in XYZ format:
```
11
Properties=species:S:1:pos:R:3:lowdin_charge:R:1
C 0.9322 0.5714 0.0686 -0.2575
C -0.5187 0.0641 0.3849 -0.3720
H 1.4462 -1.1306 -1.0375 -0.0008
H 2.8230 -1.1084 0.3135 0.2256
H 1.0539 1.1012 -0.8656 0.0762
H 1.1584 1.4514 0.8497 0.1460
H -0.4902 -0.8490 1.1719 0.1383
H -3.5598 0.5990 -0.5535 -0.1480
N 1.5745 -0.7838 -0.1353 -0.0966
N -1.5177 0.4781 -0.2277 -0.4304
S -2.9020 -0.3933 0.0311 0.7192
```



2.
Computed, not measured: a molecular structure, C2H6N2S in a non-equilibrium geometry, with the ωB97M-V functional and the def2-TZVPD basis.

Output
HOMO energy, eV: -8.46
Orbital gap, Eh: 0.3303
LUMO level, eV: 0.530
Spin multiplicity: 1
Relative energy (zero: lowest compared OMol25 entry of this formula, charge and spin), eV: 3.9414

The geometry in XYZ format:
```
11
Properties=species:S:1:pos:R:3:lowdin_charge:R:1
C -2.6425 0.1767 -0.4076 -0.1838
C -0.4424 -0.0228 0.0488 -0.5512
H -2.9343 1.5545 -0.3199 0.1583
H -3.5041 -0.5545 -0.2894 0.0760
H -2.0668 0.3748 -1.3110 0.0068
H -0.3636 0.0330 -1.1410 0.1221
H 0.5578 0.1244 1.6898 0.0803
H 2.7869 1.0333 -0.2344 -0.0875
N -1.5909 -0.3317 0.4382 -0.0676
N 0.5939 0.1608 0.7375 -0.3168
S 1.9383 -0.1433 -0.2794 0.7633
```